1) The following is a DFT calculation (ωB97M-V with the def2-TZVPD basis set) of C2H5N4O as an isolated structure.

XYZ file:
```
12
Properties=species:S:1:pos:R:3
C 1.301 -0.032 -0.067
C 0.226 0.733 0.095
N -1.042 -0.070 0.098
N -0.764 -1.407 0.019
N 0.488 -1.705 -0.366
N -0.061 1.996 0.266
O 0.942 -2.767 -0.520
H 2.315 -0.134 0.084
H -1.649 0.292 -0.658
H -1.531 -1.952 0.397
H 0.562 2.625 -0.154
H -0.789 2.421 0.806
```

The calculation puts the HOMO energy (spin up / spin down) at -14.46 / -14.46 eV. Its net charge is +1. Its LUMO energy (spin up / spin down) is -5.322 / -5.321 eV.

These are the Löwdin partial charges, in e, on atoms 1 to 5:
1 C 0.262
2 C -0.363
3 N 0.066
4 N 0.062
5 N -0.106

2) The following is a DFT calculation (ωB97M-V with the def2-TZVPD basis set) of a 2-piece molecular cluster, C2H5N4O overall.

XYZ file:
```
12
Properties=species:S:1:pos:R:3
C -1.485 -1.030 0.041
C 0.497 -0.282 0.083
N -1.563 0.268 -0.046
N -0.312 0.744 -0.011
N -0.193 -1.426 0.129
N -0.060 2.047 0.026
O 2.458 -0.173 0.153
H -2.333 -1.685 0.043
H 0.176 -2.365 0.217
H 0.890 2.327 -0.184
H -0.810 2.628 -0.334
H 2.734 -1.052 -0.118
```

The calculation puts the HOMO energy (spin up / spin down) at -14.64 / -14.64 eV. Its net charge is +1. Its LUMO energy (spin up / spin down) is -5.952 / -5.952 eV.

These are the Löwdin partial charges, in e, on atoms 1 to 5:
1 C -0.070
2 C 0.018
3 N 0.176
4 N -0.154
5 N 0.172

Stability, descending: 2), 1)